10
Properties=species:S:1:pos:R:3:nbo_charge:R:1 method="wB97M-V/def2-TZVPD" orbital_gap_ev=9.35 e_above_lowest_kcal_mol=60.9 e_homo_ev=-9.0 total_charge=0
C 1.89510 -0.34431 -2.31536 -0.16
C 1.09992 -0.12454 -1.34498 -0.06
C 0.05473 -0.00119 -0.36760 0.39
C -1.51302 0.49016 0.84280 -0.10
C -0.56246 0.04856 1.70455 0.05
H 2.59065 -0.80483 -2.97019 0.24
H -2.47684 1.03925 1.15955 0.21
H -0.32966 -0.24030 2.79322 0.23
N -1.18735 0.27195 -0.39672 -0.42
O 0.42894 -0.33476 0.89473 -0.39

***

10
Properties=species:S:1:pos:R:3:nbo_charge:R:1 method="wB97M-V/def2-TZVPD" orbital_gap_ev=9.72 e_above_lowest_kcal_mol=134.3 e_homo_ev=-9.3 total_charge=0
N -1.62949 -0.42423 -2.70778 -0.30
C -1.04204 -0.41749 -1.71527 0.28
C -0.34468 -0.40955 -0.53018 -0.44
C 0.03187 -1.32514 0.40415 0.31
O 0.67084 -0.69356 1.37243 -0.61
C 0.70807 1.19550 1.07232 0.04
C 0.23299 0.70595 0.04654 0.04
H -0.11135 -2.40215 0.46132 0.21
H 1.27007 1.64111 1.83715 0.27
H 0.21544 2.15417 -0.24929 0.20

***

10
Properties=species:S:1:pos:R:3:nbo_charge:R:1 method="wB97M-V/def2-TZVPD" smiles=N#Cc1ccoc1 orbital_gap_ev=10.40 e_above_lowest_kcal_mol=12.1 e_homo_ev=-9.6 total_charge=0
N 3.02022 -0.76413 -0.14055 -0.30
C 1.97735 -0.26382 -0.08284 0.27
C 0.59593 0.06984 -0.03622 -0.28
C 0.04358 1.24327 0.35359 0.19
O -1.29393 1.13523 0.41082 -0.42
C -1.61927 -0.26380 -0.04450 0.08
C -0.45429 -0.91475 -0.28010 -0.26
H 0.63019 2.15418 0.52484 0.22
H -2.69820 -0.44910 -0.13543 0.23
H -0.20158 -1.94690 -0.56960 0.26

***

10
Properties=species:S:1:pos:R:3:nbo_charge:R:1 method="wB97M-V/def2-TZVPD" smiles=C#Cc1cnoc1 orbital_gap_ev=10.01 e_above_lowest_kcal_mol=83.6 e_homo_ev=-9.2 total_charge=0
C -0.31286 -1.42046 1.83206 -0.22
C 0.21674 -0.43017 1.38592 -0.02
C 0.49025 0.34367 0.20588 -0.28
C 0.38508 -0.47163 -0.87914 0.22
O -0.17000 0.15122 -1.90075 -0.27
N -0.38069 1.47370 -1.54837 -0.11
C 0.02244 1.59332 -0.31263 -0.01
H -0.87121 -2.30241 2.04053 0.24
H 0.61334 -1.52699 -0.93586 0.22
H 0.00691 2.58975 0.11235 0.23

***

11
Properties=species:S:1:pos:R:3:nbo_charge:R:1 method="wB97M-V/def2-TZVPD" orbital_gap_ev=9.42 e_above_lowest_kcal_mol=150.0 e_homo_ev=-9.4 total_charge=0
C 0.30950 -0.29641 -0.51607 0.22
C -0.37755 -1.34756 -1.15209 -0.05
C -0.81387 0.24074 0.43262 0.00
C -0.29403 1.23572 1.35691 -0.06
C 0.58103 1.86075 2.10793 -0.21
H 1.72670 -0.41660 -1.63997 0.50
H -0.05112 -2.59387 -1.66490 0.26
H 1.17399 2.76756 2.63016 0.28
N -2.02929 -0.25240 0.05569 -0.03
O 1.63735 -0.09182 -0.68276 -0.64
O -1.86270 -1.10612 -0.92752 -0.28

***

15
Properties=species:S:1:pos:R:3:nbo_charge:R:1 method="wB97M-V/def2-TZVPD" orbital_gap_ev=10.58 e_above_lowest_kcal_mol=20.5 e_homo_ev=-19.8 total_charge=+2
O -1.32980 -2.87140 1.00315 -0.29
C -0.88862 -1.90895 0.55584 0.39
Zn -0.05420 -0.09091 -0.27363 1.40
O -0.68264 -1.15750 -3.26942 -0.27
C -0.47017 -0.79796 -2.24408 0.38
C 0.77221 1.70813 -1.07331 0.39
O 1.22130 2.68359 -1.48187 -0.29
C 1.87983 -1.02361 -0.33715 0.39
O 2.91286 -1.50511 -0.35919 -0.29
C -1.99569 0.82546 -0.18270 0.39
O -3.01779 1.32424 -0.12253 -0.29
N 0.39190 0.66803 1.84382 -1.18
H -0.19084 1.53272 1.80938 0.43
H 1.42711 0.75909 1.74589 0.43
H 0.02454 -0.14582 2.38581 0.43

***

9
Properties=species:S:1:pos:R:3:nbo_charge:R:1 method="wB97M-V/def2-TZVPD" orbital_gap_ev="9.89 / 5.23" e_above_lowest_kcal_mol=136.8 e_homo_ev="-10.3 / -8.0" total_charge=0
C -0.94878 1.34512 2.23414 -0.28
C -1.50421 2.03762 3.04922 0.08
C -0.24147 0.12205 -0.10481 0.22
C -0.19523 0.21410 1.33168 -0.57
C -0.08612 0.01047 -1.36712 -0.50
H 0.74536 0.72514 1.66104 0.30
H -0.53437 -0.85949 1.63186 0.28
H 0.83838 -0.60626 -1.68862 0.23
H -0.60721 0.56143 -2.06115 0.23

***

60
Properties=species:S:1:pos:R:3:nbo_charge:R:1 method="wB97M-V/def2-TZVPD" orbital_gap_ev=8.20 e_above_lowest_kcal_mol=14.4 e_homo_ev=-8.3 total_charge=0
C 0.00722 0.78778 -2.33402 -0.42
N -0.33961 0.55404 -0.92863 -0.46
C 0.74765 -0.20235 -0.32908 -0.41
C 0.23665 2.97678 -0.50153 -0.67
C -0.64950 1.77849 -0.16516 -0.07
C -2.15605 2.13527 -0.36258 -0.22
N -2.95574 1.99331 0.86977 -0.84
H -0.67664 1.51002 -2.78102 0.21
H 1.00762 1.19890 -2.46452 0.18
H -0.07985 -0.16276 -2.86888 0.19
H 0.54532 -0.35485 0.72967 0.19
H 0.85666 -1.16218 -0.83812 0.20
H 1.70919 0.31112 -0.42470 0.15
H 1.29301 2.69453 -0.48992 0.21
H 0.06210 3.35036 -1.51208 0.24
H 0.09190 3.79742 0.20887 0.21
H -0.54364 1.53194 0.89336 0.19
H -2.60977 1.49633 -1.11827 0.19
H -2.21665 3.16728 -0.72273 0.19
H -2.78940 1.06980 1.27087 0.37
H -2.61336 2.66723 1.55040 0.34
H -0.80559 -3.27467 0.47349 0.51
H -1.06840 -2.10320 1.50482 0.50
O -0.70275 -3.02797 1.42740 -1.04
H 4.09272 -0.58354 -1.80178 0.48
H 4.09980 0.03696 -0.33718 0.51
O 4.36401 0.17697 -1.27571 -0.98
H 3.61637 1.67370 -1.78702 0.51
H 4.12202 3.03135 -2.37279 0.48
O 3.32435 2.58631 -2.03493 -1.00
H 0.88227 0.67173 3.14618 0.51
H 0.79551 -0.80952 3.58759 0.48
O 0.29257 0.00259 3.58199 -0.99
H -2.58322 -0.94536 2.68635 0.49
H -1.16680 -0.28678 2.64833 0.52
O -1.88983 -0.68664 2.07657 -1.01
H -1.57170 -3.53912 -2.02973 0.50
H -2.24807 -3.02333 -0.78565 0.50
O -1.54821 -3.65088 -1.09109 -1.01
H -2.83704 -1.46596 -3.07590 0.47
H -3.76600 -2.35702 -2.27681 0.49
O -3.25799 -2.32739 -3.11886 -0.96
H 3.16334 -1.10191 1.66614 0.53
H 4.56422 -0.43802 1.85115 0.49
O 3.74072 -0.35616 1.35964 -1.00
H 1.96241 2.96911 -3.04339 0.50
H 1.42415 4.13035 -3.93898 0.46
O 1.24142 3.22855 -3.66142 -0.99
H -3.13566 -1.07234 -0.13249 0.50
H -3.67069 -2.32449 0.59550 0.51
O -3.55381 -1.93622 -0.30340 -1.00
H 1.44968 -2.67457 1.91255 0.53
H 2.61067 -3.16367 2.79085 0.49
O 2.25027 -2.35314 2.41711 -0.99
H -2.42828 -3.38682 1.98653 0.51
H -3.79277 -4.11634 1.91238 0.48
O -3.40772 -3.25336 2.07798 -0.99
H 2.73985 0.95684 1.96813 0.50
H 1.70613 2.04385 1.46337 0.49
O 2.06495 1.61166 2.25139 -0.98

***

Repeat the third record exactly.
10
Properties=species:S:1:pos:R:3:nbo_charge:R:1 method="wB97M-V/def2-TZVPD" smiles=N#Cc1ccoc1 orbital_gap_ev=10.40 e_above_lowest_kcal_mol=12.1 e_homo_ev=-9.6 total_charge=0
N 3.02022 -0.76413 -0.14055 -0.30
C 1.97735 -0.26382 -0.08284 0.27
C 0.59593 0.06984 -0.03622 -0.28
C 0.04358 1.24327 0.35359 0.19
O -1.29393 1.13523 0.41082 -0.42
C -1.61927 -0.26380 -0.04450 0.08
C -0.45429 -0.91475 -0.28010 -0.26
H 0.63019 2.15418 0.52484 0.22
H -2.69820 -0.44910 -0.13543 0.23
H -0.20158 -1.94690 -0.56960 0.26